{"formula": "C30H32N3NiO5Se2", "method": "ωB97M-V/def2-TZVPD", "gap_ha": [0.19512, 0.23678], "s_squared": 2.1264, "spin_multiplicity": 3, "total_charge": -1, "species": ["O", "H", "C", "H", "C", "H", "H", "H", "O", "H", "H", "C", "N", "C", "C", "H", "C", "C", "C", "C", "C", "C", "H", "H", "C", "C", "H", "H", "H", "H", "H", "H", "C", "H", "C", "H", "C", "C", "Se", "C", "C", "C", "C", "H", "C", "H", "C", "C", "H", "H", "H", "C", "C", "Se", "H", "H", "H", "C", "O", "N", "H", "N", "C", "H", "C", "H", "H", "Ni", "H", "O", "O", "H", "C"], "coordinates": [[0.28845, -4.23904, 2.45095], [-0.83887, 2.60932, 0.83506], [-0.54460, 1.30059, 3.41726], [-1.17967, -1.43557, -1.59756], [0.52916, -2.97617, 2.03375], [-3.37014, -4.01293, -0.77706], [-3.71801, 2.01727, -3.55944], [0.88594, -4.27906, -3.26402], [-3.11728, 1.27276, -3.62620], [-1.25284, -4.72051, -4.43491], [-2.08322, 2.15133, -2.04434], [-1.23944, -3.47987, 0.79899], [1.58022, -0.91034, 2.15546], [-2.43846, -4.10140, -1.32528], [-1.11735, 5.91712, 0.20367], [3.92747, 3.66602, 0.82248], [-0.67656, -0.02776, 2.68755], [-2.44344, -4.42641, -2.67309], [0.28349, 0.88513, -2.12602], [3.49582, -1.72096, 4.00740], [1.88361, 2.84894, 0.54826], [-0.84305, -0.41241, -3.98442], [0.53557, 7.24044, -0.14804], [-0.64881, -5.58105, 1.18879], [1.59155, -2.17453, 2.62620], [-0.05007, -4.25021, -2.72106], [2.22541, 2.67250, -0.48285], [2.23685, 5.48127, 0.09301], [4.28164, 0.26996, 3.80671], [-1.31407, 2.31415, -3.64173], [-0.35097, -1.35610, -3.72329], [-1.52477, 1.55643, 3.82126], [2.50228, -2.62377, 3.54399], [-0.17573, 2.10867, 2.79898], [3.52900, -0.44473, 3.49977], [-2.54118, 4.35282, 0.59800], [-1.24878, -4.49686, -3.37533], [2.50257, 1.21250, 1.91887], [1.40649, -0.52219, -1.31088], [-0.04647, -3.93090, -1.37238], [-0.88308, -4.66905, 1.73788], [3.08508, 3.30161, 1.40953], [-1.88796, 1.64086, -2.99276], [-1.81768, -0.62888, -4.42036], [0.81273, 3.91492, 0.47712], [0.87612, 1.39473, -2.88886], [-1.24086, -3.84949, -0.66633], [1.18694, 5.23010, 0.20385], [-3.38117, -4.60669, -3.18471], [-1.86452, 6.69209, 0.08131], [4.22289, -2.04516, 4.73940], [-1.04847, 0.39749, -2.69473], [-1.76932, -0.53156, -1.72067], [-2.07125, 0.15887, 0.10507], [0.14517, 1.13884, 4.24923], [-1.67102, -4.87631, 2.46274], [0.08095, 1.60828, -1.33794], [0.22946, 6.22357, 0.06802], [-1.25503, -0.93369, 3.21805], [1.53261, 1.55104, 1.12247], [-2.21038, -3.05040, 1.05777], [-0.21862, -2.49932, 1.12538], [-0.53406, 3.62354, 0.63098], [2.45630, -3.64950, 3.88122], [2.57377, -0.04573, 2.55525], [0.88449, -3.69208, -0.87467], [0.79224, 0.39421, -4.65155], [0.12132, -0.24502, 1.00241], [2.79116, 4.07233, 2.12960], [-0.10087, 0.27293, -4.98862], [3.49017, 2.13357, 2.11539], [-2.75366, -0.79487, -2.10992], [-1.49516, 4.61426, 0.49002]]}

---

{"formula": "C49H106N6O6", "method": "ωB97M-V/def2-TZVPD", "gap_ha": 0.23586, "relative_energy_kj_mol": 5608.63, "total_charge": 0, "species": ["C", "H", "C", "C", "N", "C", "O", "O", "H", "H", "H", "H", "H", "C", "H", "N", "C", "H", "H", "H", "C", "H", "N", "H", "H", "H", "H", "C", "H", "C", "H", "H", "H", "H", "H", "C", "H", "C", "C", "H", "H", "H", "C", "O", "H", "H", "C", "H", "H", "H", "H", "C", "H", "N", "C", "H", "C", "C", "C", "O", "H", "N", "H", "O", "H", "C", "H", "H", "H", "H", "H", "C", "H", "H", "O", "C", "H", "C", "H", "C", "H", "C", "H", "H", "H", "H", "H", "C", "H", "C", "N", "H", "H", "H", "H", "C", "H", "H", "H", "H", "H", "H", "H", "H", "H", "H", "H", "H", "H", "H", "C", "C", "H", "C", "H", "H", "H", "H", "C", "H", "H", "H", "C", "H", "H", "C", "C", "H", "H", "H", "H", "C", "H", "H", "C", "H", "H", "H", "C", "C", "C", "C", "H", "H", "C", "C", "H", "H", "C", "C", "H", "H", "H", "H", "H", "C", "C", "H", "H", "C", "H", "H", "H", "H", "H", "C", "H"], "coordinates": [[4.66286, -3.48852, 1.32916], [0.61545, 0.75904, 2.82941], [2.66408, -1.99808, 1.56941], [4.23902, 4.12415, 1.90217], [-0.65583, -0.08496, 0.50639], [-1.97061, 1.74721, -0.67277], [-5.59998, 0.42806, 0.84605], [3.30309, -2.98927, -1.05334], [4.28007, 3.15404, 4.71318], [5.71756, 1.12873, -0.75488], [1.87150, -1.25447, 0.06834], [-1.93612, 1.16891, -1.59607], [-7.44464, 2.16159, 1.21044], [3.38814, 1.56470, 0.20870], [0.50102, -5.30787, -2.41821], [-0.94749, -0.72037, -3.08328], [-1.86824, 1.60296, 1.80284], [0.50851, 1.28961, -1.42615], [5.02520, -3.48833, 2.35717], [4.80933, -4.44695, 0.83111], [4.48071, 0.88834, 1.11782], [1.30651, -1.27303, -1.50508], [-6.33091, 0.29013, -0.28424], [-0.64506, 2.79728, 3.07440], [0.77966, -1.11972, 3.22710], [3.58047, 0.89720, 3.92350], [3.70997, 2.56363, -0.08569], [0.72639, 1.40881, 1.96132], [3.27956, -0.80549, 1.80942], [-6.60531, -0.88131, -2.47689], [-7.53627, -1.38349, -2.21375], [2.92226, -5.40247, 1.98019], [-5.21347, 2.80078, -0.20085], [2.36130, -1.72275, -2.90376], [1.89369, 1.55880, 3.19882], [-7.94980, 2.09962, 0.24656], [1.16124, -2.22141, -4.92164], [0.57047, 4.00694, 4.04222], [5.88363, 1.13170, 0.32239], [0.68778, -2.49332, -1.42059], [-8.65352, 1.31122, 0.51357], [2.09715, -5.87551, -1.96039], [-7.01413, 0.43535, -3.13677], [-0.66737, -1.08253, -0.32205], [2.76710, -0.20591, 1.04938], [3.15545, 3.30852, 4.33206], [-3.26351, -0.18099, 0.58850], [-4.32862, -1.20850, -3.93794], [5.52371, 4.27341, 4.26699], [3.12859, -1.63889, 2.48773], [2.08060, 1.36140, -0.83745], [1.34015, -1.57836, -2.55090], [-3.71302, -0.90272, -2.07584], [4.43659, 1.60407, 2.47385], [-1.87914, -1.47901, -5.14705], [-6.62374, -2.57715, -0.35831], [-3.41306, -1.21247, -3.34647], [1.33515, -4.29492, -0.52705], [1.59713, -0.85101, 3.89617], [-1.15290, -0.18595, -1.77847], [-3.57932, -0.51300, -2.52720], [2.61562, 3.03265, 5.13989], [-4.14834, 0.31521, 0.98720], [1.46650, 0.31730, 4.73994], [-6.21398, 3.54094, -1.54909], [-7.74574, 1.35862, -2.09291], [2.44395, -4.13868, 3.26731], [-5.00817, 2.35052, -1.85169], [7.49357, 2.54633, 0.10914], [-0.70999, -3.55189, -1.04874], [1.69785, 1.90284, 1.97827], [-0.61716, -1.28808, -5.85668], [1.34213, -6.21710, 0.53060], [-0.98615, 0.75214, -1.89583], [3.27786, 1.42156, 3.17847], [-1.91301, 0.71242, 0.50906], [0.32945, 1.41631, -4.25758], [5.02979, 2.98214, 2.64175], [-2.96587, 1.41092, -3.46108], [-2.45457, 0.90609, -4.28073], [0.87427, 2.57846, -0.15776], [-5.76760, 2.64111, -1.12581], [4.58723, 4.45582, 0.92398], [-0.59968, -0.77618, -1.22934], [-1.64060, 1.55913, -4.59551], [-3.21735, -1.16341, 1.05840], [-7.84970, 0.18449, -3.79021], [0.92457, -4.67403, 1.96499], [-2.01659, -2.51212, -4.82783], [1.05675, 1.56907, -0.52647], [2.63518, -3.73934, -0.13567], [-0.51474, -2.08440, -6.59389], [1.86734, -1.69352, 4.53276], [1.41115, -0.76447, -5.64676], [-5.17995, -2.10086, 0.47561], [0.97102, 0.81665, -3.61190], [-6.09816, -0.10517, 1.46981], [-0.63383, -0.34857, -6.40908], [0.51596, -5.41579, 2.65125], [3.13274, 2.21403, 5.42720], [-3.42512, -0.40097, -0.46677], [7.03977, 2.19247, 2.49609], [5.99340, 3.24454, -0.09289], [-3.90204, 0.42068, -0.83388], [-8.59438, 0.76860, -1.74681], [6.90026, 3.85050, 2.05817], [0.35755, -3.75738, 2.12732], [-2.02436, 0.86676, 2.59134], [0.67389, 2.64049, 5.84488], [-2.60743, -1.20326, -5.90971], [5.17867, 3.25237, 4.10411], [6.39963, 2.88796, 1.95331], [-3.37533, -2.13055, -2.76011], [2.49199, -4.42963, 2.21796], [4.20730, 5.02756, 2.51122], [-8.31544, 3.10483, 0.03687], [-0.20354, -5.48112, 0.24119], [5.14795, -2.75613, 0.68387], [6.49360, 2.51287, 0.54159], [0.90770, -2.57879, -2.56607], [-0.49292, 3.25345, 1.41314], [1.61906, -1.79272, 1.80146], [0.49001, -0.66941, -3.53822], [3.78387, -3.68334, -1.51019], [-0.51904, 4.03750, 4.05446], [1.21328, 2.77345, 4.90707], [4.15565, -0.62202, 1.18741], [3.20224, 3.81133, 1.77837], [-5.06934, -2.90093, -1.03086], [6.49620, 0.29771, 0.66492], [2.49733, 1.58485, 0.83650], [0.72197, 0.56249, 0.64525], [-1.18186, 2.49586, -0.74684], [1.94746, -4.33939, -2.66363], [1.44300, -5.00362, -1.96191], [-2.64262, 2.36512, 1.88967], [-4.44718, 0.59557, -2.53798], [0.94265, 4.93051, 4.48561], [0.65971, -1.25996, -5.03201], [3.07685, -3.39446, 1.22185], [-0.55322, 2.38528, 2.06945], [-5.68297, -0.69373, -1.21340], [2.47183, -0.68175, 3.26820], [1.51873, -1.11146, 1.81743], [-2.10954, -0.59630, -3.96403], [0.82367, -5.25830, 0.52979], [5.91526, 2.62870, 4.61062], [1.09760, 4.02395, 3.08831], [0.27601, -3.22160, -0.72191], [1.74820, -0.56439, 0.90302], [1.95631, 0.78303, -4.07684], [5.03172, -0.92056, 1.76317], [-6.27678, 0.92064, -3.77622], [-8.23288, 2.18777, -2.60604], [1.16313, 1.28660, -2.64736], [-4.33063, -0.08828, -1.69723], [-6.89345, 1.59917, -0.78034], [-3.13607, 1.09253, -5.11073], [-2.91129, 2.29612, -0.62896], [1.20352, 1.53153, 4.04203], [2.88348, -1.22937, 0.82843], [0.19799, 1.52939, 3.62133], [-6.02570, -1.45810, -3.19763], [3.22913, 0.96997, -0.69081], [0.01734, -2.62239, 0.15109], [-5.64086, -2.13158, -0.51167], [4.22809, -1.13856, 0.23032]]}

---

no.,total energy (hartree)
1,-8014.095418
2,-2708.209310